{
  "formula": "C40H96AsB2F14N5O3",
  "method": "ωB97M-V/def2-TZVPD",
  "symbols": ["As", "F", "F", "F", "F", "F", "F", "C", "C", "N", "C", "C", "C", "C", "C", "O", "C", "H", "H", "H", "H", "H", "H", "H", "H", "H", "H", "H", "H", "H", "H", "H", "H", "H", "H", "H", "H", "C", "C", "N", "C", "C", "C", "C", "C", "O", "C", "H", "H", "H", "H", "H", "H", "H", "H", "H", "H", "H", "H", "H", "H", "H", "H", "H", "H", "H", "H", "C", "C", "N", "C", "C", "C", "C", "C", "O", "C", "H", "H", "H", "H", "H", "H", "H", "H", "H", "H", "H", "H", "H", "H", "H", "H", "H", "H", "H", "H", "C", "C", "C", "N", "C", "C", "C", "C", "C", "H", "H", "H", "H", "H", "H", "H", "H", "H", "H", "H", "H", "H", "H", "H", "H", "H", "H", "C", "C", "C", "N", "C", "C", "C", "C", "C", "H", "H", "H", "H", "H", "H", "H", "H", "H", "H", "H", "H", "H", "H", "H", "H", "H", "H", "B", "F", "F", "F", "F", "B", "F", "F", "F", "F"],
  "positions_angstrom": [[-16.84362, 13.72706, 3.50417], [-17.89424, 14.54561, 4.66392], [-17.42695, 14.75108, 2.19892], [-15.65482, 13.06198, 2.30858], [-16.09447, 12.78153, 4.85141], [-17.99423, 12.44073, 3.14970], [-15.58634, 15.01866, 3.76285], [-16.27616, 19.83385, 7.64904], [-15.05631, 19.22091, 6.85777], [-14.63132, 17.76792, 7.22400], [-13.51201, 17.31583, 6.25983], [-14.11510, 17.72215, 8.65165], [-13.31352, 18.89810, 9.15440], [-15.84827, 16.84335, 7.00024], [-15.52802, 15.37261, 7.14209], [-15.02115, 14.97241, 8.38127], [-14.16974, 13.76932, 8.26348], [-17.21256, 19.28179, 7.56855], [-16.32876, 20.90532, 7.45592], [-16.07114, 19.79564, 8.71890], [-14.12807, 19.79204, 6.87382], [-15.26122, 19.25818, 5.78784], [-13.72641, 17.55703, 5.21869], [-13.13786, 16.30886, 6.44461], [-12.72484, 18.01734, 6.53613], [-13.44657, 16.89028, 8.87334], [-15.03751, 17.60887, 9.22123], [-12.36565, 19.11411, 8.66146], [-13.04004, 18.66411, 10.18326], [-13.82197, 19.85696, 9.25514], [-16.30013, 17.09649, 6.04115], [-16.58309, 17.14031, 7.74855], [-14.91282, 15.13531, 6.27415], [-16.47089, 14.86604, 6.93595], [-14.68936, 12.94429, 7.77622], [-13.87227, 13.50592, 9.27848], [-13.22701, 13.89428, 7.73081], [-21.22038, 12.28299, 3.39670], [-22.39376, 12.95730, 2.64580], [-21.81100, 13.46267, 1.19815], [-22.87889, 14.48990, 0.69132], [-20.52125, 14.30788, 1.30518], [-20.64283, 15.44589, 2.30009], [-21.70018, 12.28415, 0.18681], [-21.13992, 12.62058, -1.25771], [-21.93104, 13.63612, -1.88627], [-21.46687, 14.14886, -3.16450], [-20.97851, 11.30949, 2.97020], [-21.52174, 12.11945, 4.43137], [-20.24614, 12.76495, 3.47837], [-22.53070, 13.87444, 3.21869], [-23.37938, 12.49567, 2.58625], [-23.27242, 15.01168, 1.56367], [-23.71012, 13.90088, 0.30374], [-22.55250, 15.11180, -0.14223], [-20.30437, 14.67894, 0.30349], [-19.71098, 13.60289, 1.49103], [-21.42676, 16.16862, 2.07382], [-19.68699, 15.90140, 2.55890], [-21.02394, 15.16901, 3.28305], [-22.65691, 11.77110, 0.08901], [-20.94250, 11.67520, 0.67995], [-21.21428, 11.74363, -1.90076], [-20.08210, 12.86425, -1.15896], [-20.39993, 14.36477, -3.22044], [-21.99676, 15.05334, -3.46324], [-21.69606, 13.38753, -3.91012], [-22.52160, 6.75200, 2.96776], [-21.68250, 7.61618, 4.00484], [-20.25761, 7.11048, 4.33837], [-19.45049, 7.10180, 3.03396], [-19.52299, 8.13431, 5.29963], [-19.39855, 9.57979, 4.78776], [-20.23338, 5.57856, 4.90017], [-21.33426, 5.31591, 5.99264], [-21.25747, 6.26543, 7.03179], [-22.51638, 6.37197, 7.79696], [-22.69758, 5.71813, 3.26484], [-22.21260, 6.94819, 1.94105], [-23.53137, 7.15500, 2.88996], [-22.20304, 7.41703, 4.94157], [-21.71973, 8.67987, 3.76969], [-18.38311, 7.13528, 3.25231], [-19.76337, 7.97548, 2.46222], [-19.80180, 6.26569, 2.42930], [-18.54960, 7.68728, 5.50160], [-20.16418, 8.03297, 6.17525], [-20.33469, 10.04345, 4.47670], [-18.75747, 9.69492, 3.91376], [-19.16712, 10.14546, 5.69029], [-19.23103, 5.38839, 5.28385], [-20.45177, 4.92043, 4.05918], [-21.18701, 4.29843, 6.35480], [-22.33484, 5.33792, 5.56085], [-22.87043, 5.43516, 8.22722], [-23.35519, 6.72474, 7.19693], [-22.44909, 7.16122, 8.54574], [-21.55193, 15.43388, 6.52356], [-21.06396, 14.15818, 7.29619], [-19.78363, 14.60332, 7.99356], [-19.19140, 13.41518, 8.80132], [-18.72938, 12.31222, 7.84626], [-20.13284, 12.78012, 9.88152], [-20.26900, 13.83986, 10.99458], [-18.85358, 14.50732, 11.08231], [-18.15323, 14.13157, 9.76714], [-21.76375, 16.32396, 7.11604], [-22.50767, 15.17982, 6.06518], [-20.84028, 15.61620, 5.71833], [-20.96120, 13.38854, 6.53121], [-21.85459, 13.86111, 7.98522], [-19.95692, 15.36972, 8.74902], [-19.07396, 14.93849, 7.23719], [-19.46322, 12.06578, 7.07889], [-18.43146, 11.41271, 8.38498], [-17.83402, 12.72760, 7.38378], [-19.68891, 11.84817, 10.23151], [-21.11942, 12.52163, 9.49691], [-20.58505, 13.45919, 11.96582], [-20.93350, 14.68117, 10.79776], [-18.38601, 14.05433, 11.95655], [-19.00801, 15.57744, 11.22036], [-17.53832, 13.25598, 9.97529], [-17.60831, 14.95486, 9.30524], [-14.21983, 10.09071, 6.24988], [-14.82563, 9.72651, 4.84372], [-14.00664, 10.39566, 3.65021], [-14.31823, 9.65818, 2.27685], [-13.53022, 8.36381, 2.24500], [-13.96302, 10.55006, 1.10659], [-14.95812, 10.26079, -0.05747], [-16.03245, 9.40629, 0.52633], [-15.87184, 9.56685, 2.00822], [-14.72235, 9.54671, 7.04965], [-14.28579, 11.15740, 6.46414], [-13.16831, 9.80363, 6.24936], [-15.83549, 10.12959, 4.76752], [-15.01407, 8.65308, 4.86294], [-12.93384, 10.29779, 3.81638], [-14.26500, 11.45381, 3.69125], [-14.08571, 7.73668, 2.94231], [-12.49632, 8.58767, 2.50773], [-13.57709, 7.98966, 1.22231], [-12.89646, 10.44378, 0.90844], [-14.16890, 11.54619, 1.49830], [-14.48409, 9.86856, -0.95722], [-15.41388, 11.20984, -0.33975], [-15.86625, 8.35971, 0.27110], [-17.07776, 9.60489, 0.28973], [-16.20926, 8.69437, 2.56770], [-16.33149, 10.45286, 2.44618], [-12.58557, 13.73530, 0.09160], [-12.20166, 14.98925, -0.32818], [-11.57259, 12.85845, 0.01702], [-12.90202, 13.78838, 1.37495], [-13.68972, 13.35575, -0.61581], [-17.20932, 14.57862, -1.34882], [-18.12872, 14.05836, -2.24254], [-17.65117, 15.82027, -0.94382], [-17.03390, 13.83170, -0.22460], [-15.97017, 14.72717, -1.86356]],
  "lowdin_charge": [0.898, -0.294, -0.223, -0.240, -0.300, -0.273, -0.288, -0.034, -0.127, -0.228, 0.059, -0.172, -0.071, -0.077, -0.259, -0.194, -0.032, 0.071, 0.095, 0.064, 0.122, 0.130, 0.127, 0.109, 0.101, 0.131, 0.126, 0.093, 0.096, 0.078, 0.151, 0.113, 0.111, 0.098, 0.065, 0.093, 0.095, -0.086, -0.083, -0.194, 0.010, -0.135, -0.050, -0.048, -0.160, -0.224, -0.044, 0.051, 0.068, 0.059, 0.087, 0.130, 0.090, 0.100, 0.111, 0.141, 0.110, 0.083, 0.091, 0.042, 0.127, 0.113, 0.131, 0.114, 0.087, 0.091, 0.086, -0.037, -0.125, -0.214, 0.007, -0.116, -0.047, 0.007, -0.210, -0.209, -0.044, 0.078, 0.079, 0.086, 0.101, 0.113, 0.103, 0.102, 0.103, 0.127, 0.109, 0.034, 0.078, 0.075, 0.134, 0.124, 0.139, 0.110, 0.098, 0.081, 0.090, -0.073, -0.208, -0.107, -0.209, 0.032, -0.079, -0.134, -0.132, -0.064, 0.085, 0.075, 0.068, 0.087, 0.108, 0.134, 0.126, 0.081, 0.104, 0.097, 0.132, 0.120, 0.124, 0.111, 0.121, 0.117, 0.130, 0.117, -0.082, -0.219, -0.047, -0.225, 0.039, -0.075, -0.106, -0.176, -0.102, 0.066, 0.042, 0.077, 0.068, 0.088, 0.126, 0.113, 0.090, 0.113, 0.111, 0.146, 0.101, 0.130, 0.128, 0.110, 0.122, 0.101, 0.111, -1.542, 0.125, 0.152, 0.162, 0.151, -1.458, 0.109, 0.107, 0.121, 0.170],
  "mol_weight_g_mol": 1057.76,
  "total_charge": 2,
  "homo_lumo_gap_ev": 6.156,
  "max_force_ev_per_a": 5.7,
  "e_homo_ev": -10.965,
  "multiplicity": 1
}

=====

{
  "formula": "C40H97N5O10",
  "method": "ωB97M-V/def2-TZVPD",
  "symbols": ["C", "C", "C", "C", "C", "C", "C", "C", "C", "N", "O", "H", "H", "H", "H", "H", "H", "H", "H", "H", "H", "H", "H", "H", "H", "H", "H", "H", "H", "H", "C", "C", "C", "C", "C", "C", "C", "C", "C", "N", "O", "H", "H", "H", "H", "H", "H", "H", "H", "H", "H", "H", "H", "H", "H", "H", "H", "H", "H", "H", "C", "C", "C", "C", "C", "C", "C", "C", "C", "N", "O", "H", "H", "H", "H", "H", "H", "H", "H", "H", "H", "H", "H", "H", "H", "H", "H", "H", "H", "H", "N", "C", "N", "O", "H", "H", "H", "H", "C", "C", "O", "H", "H", "H", "H", "H", "H", "C", "C", "O", "H", "H", "H", "H", "H", "H", "C", "C", "O", "H", "H", "H", "H", "H", "H", "C", "C", "O", "H", "H", "H", "H", "H", "H", "C", "C", "O", "H", "H", "H", "H", "H", "H", "C", "C", "O", "H", "H", "H", "H", "H", "H"],
  "positions_angstrom": [[-5.96071, -4.57386, 1.37456], [-4.45559, -4.26874, 1.79722], [-3.53168, -4.66847, 0.62943], [-4.37576, -2.65971, 1.96971], [-4.97877, -2.23303, 3.34332], [-4.28970, -3.04403, 4.44613], [-4.45442, -4.57438, 4.32482], [-3.57762, -5.17752, 5.45202], [-5.89390, -5.00682, 4.63589], [-3.93516, -4.92853, 2.96597], [-3.98190, -6.33901, 2.80631], [-6.62965, -4.02389, 2.03648], [-6.26793, -4.39875, 0.34352], [-6.08353, -5.63125, 1.60894], [-2.57026, -5.02502, 0.99907], [-3.95042, -5.48582, 0.04232], [-3.22879, -3.91340, -0.09599], [-3.34589, -2.31097, 1.89328], [-4.94509, -2.11452, 1.21690], [-4.83444, -1.17272, 3.55067], [-6.05070, -2.42266, 3.28769], [-4.78122, -2.74727, 5.37265], [-3.25723, -2.75707, 4.64550], [-3.87687, -4.86792, 6.45337], [-2.53164, -4.93275, 5.26734], [-3.49349, -6.25903, 5.34545], [-6.63864, -4.68763, 3.90679], [-6.21341, -4.65973, 5.61850], [-5.86828, -6.09607, 4.66735], [-3.09635, -6.51195, 2.47846], [3.30523, 5.12901, -1.29617], [1.98621, 6.03230, -1.49850], [2.41930, 7.49864, -1.85970], [1.29983, 5.58909, -2.79173], [0.39695, 4.30258, -2.67971], [-0.63098, 4.66908, -1.55623], [0.05396, 5.01399, -0.17308], [-1.09443, 5.56904, 0.67419], [0.70092, 3.73170, 0.48582], [1.00185, 6.16472, -0.40549], [1.62091, 6.58081, 0.79836], [4.05220, 5.48320, -2.00659], [3.79314, 5.20093, -0.32413], [3.08585, 4.07743, -1.48097], [1.64272, 8.22719, -2.09258], [2.93699, 7.88364, -0.98114], [3.14276, 7.53538, -2.67417], [0.69242, 6.36199, -3.26267], [2.05610, 5.50841, -3.57254], [-0.02495, 4.24554, -3.68313], [1.02593, 3.43231, -2.49232], [-1.26604, 3.78644, -1.48032], [-1.30982, 5.46854, -1.85313], [-0.84072, 5.66110, 1.73024], [-1.86828, 4.80189, 0.64724], [-1.45888, 6.53230, 0.31727], [-0.06260, 2.97227, 0.65432], [1.02145, 4.02971, 1.48409], [1.46187, 3.27055, -0.14378], [2.23319, 5.85581, 0.94359], [7.49807, 0.39085, -1.18626], [6.91553, 0.57400, 0.23934], [8.09218, 0.93027, 1.17450], [5.92707, 1.79245, 0.29346], [4.58568, 1.44841, -0.37378], [3.93261, 0.21632, 0.25461], [4.80340, -1.02820, 0.37337], [4.25702, -1.89724, 1.50085], [4.72520, -1.76261, -0.97037], [6.21096, -0.57823, 0.81614], [7.05869, -1.70922, 1.06266], [8.35558, 1.03198, -1.39052], [7.72487, -0.64081, -1.45520], [6.69151, 0.56039, -1.89957], [7.79370, 1.17956, 2.19276], [8.84070, 0.13918, 1.21902], [8.52789, 1.87179, 0.84013], [5.73255, 1.99488, 1.34669], [6.34112, 2.62764, -0.27144], [3.81215, 2.20602, -0.24822], [4.66059, 1.30793, -1.45209], [3.07023, 0.02765, -0.38477], [3.50484, 0.60978, 1.17673], [3.23909, -2.18150, 1.23417], [4.37518, -1.59905, 2.54258], [4.86116, -2.79443, 1.36613], [5.42961, -2.59114, -1.04424], [4.81338, -1.01501, -1.75867], [3.73881, -2.21278, -1.08204], [7.08067, -1.71117, 2.02241], [0.79256, -1.95940, 3.26879], [-0.13623, -2.63590, 2.64067], [-0.81540, -3.31641, 3.49551], [-0.43962, -2.53552, 1.44243], [0.83475, -2.08463, 4.27010], [1.36690, -1.27886, 2.79222], [-1.74579, -3.58825, 3.21163], [-0.38441, -3.45225, 4.39878], [-3.38416, 3.02788, 2.12674], [-3.04118, 1.86586, 1.15738], [-2.40402, 0.86641, 1.87857], [-4.02750, 2.66561, 2.92860], [-3.93958, 3.79492, 1.58704], [-2.45126, 3.41147, 2.53984], [-2.33869, 2.16821, 0.38073], [-3.93499, 1.54424, 0.62281], [-2.09860, 0.20228, 1.25628], [1.99355, -4.41268, -0.59335], [0.90401, -5.22040, 0.14404], [1.25259, -6.61350, 0.11220], [2.01883, -4.61537, -1.66404], [2.94711, -4.67223, -0.13349], [1.87759, -3.34567, -0.40323], [-0.09208, -5.21029, -0.29847], [0.82322, -4.82600, 1.15696], [1.87194, -6.89997, 0.78743], [0.39405, 0.59820, -1.37704], [-0.58923, -0.65922, -1.24584], [-1.23371, -0.49719, -0.00950], [-0.22220, 1.46133, -1.62872], [1.05988, 0.46034, -2.22896], [1.01152, 0.86517, -0.51939], [-0.06067, -1.60746, -1.34368], [-1.31692, -0.65132, -2.05732], [-1.07470, -1.29416, 0.50154], [-3.84226, 3.08557, -3.38278], [-3.71060, 2.22668, -2.19177], [-4.46093, 1.04408, -2.33075], [-4.89307, 3.26640, -3.60904], [-3.50546, 2.53921, -4.26378], [-3.42361, 4.08951, -3.31254], [-4.04307, 2.67146, -1.25383], [-2.65442, 1.97646, -2.09187], [-5.38449, 1.28046, -2.21778], [-4.67754, -3.75741, -3.18083], [-4.36118, -2.33896, -2.74610], [-5.31646, -1.43433, -3.29188], [-5.42446, -4.21127, -2.52951], [-3.74112, -4.31375, -3.13955], [-5.05944, -3.65031, -4.19611], [-3.36368, -2.02607, -3.05466], [-4.36871, -2.28266, -1.65758], [-5.06937, -0.51987, -3.13596], [2.28764, 2.01558, -5.50277], [3.28174, 2.53470, -4.43970], [4.56894, 2.08837, -4.85377], [2.56736, 2.18783, -6.54209], [1.28657, 2.43152, -5.38896], [2.15645, 0.93582, -5.43209], [3.01302, 2.00863, -3.52365], [3.08565, 3.59770, -4.29943], [4.76090, 2.68883, -5.57778]],
  "lowdin_charge": [-0.016, -0.458, -0.032, -0.098, -0.157, -0.151, -0.491, -0.037, -0.026, -0.105, -0.007, 0.050, 0.078, 0.077, 0.066, 0.082, 0.073, 0.092, 0.112, 0.109, 0.098, 0.114, 0.101, 0.092, 0.061, 0.078, 0.063, 0.088, 0.086, 0.098, -0.005, -0.461, -0.047, -0.164, -0.144, -0.118, -0.447, -0.039, 0.002, -0.101, -0.007, 0.080, 0.071, 0.044, 0.084, 0.073, 0.076, 0.115, 0.099, 0.102, 0.078, 0.080, 0.117, 0.082, 0.057, 0.093, 0.071, 0.081, 0.052, 0.067, -0.019, -0.499, -0.052, -0.109, -0.185, -0.156, -0.475, -0.043, -0.012, -0.083, -0.026, 0.082, 0.081, 0.062, 0.078, 0.080, 0.080, 0.118, 0.120, 0.085, 0.096, 0.096, 0.119, 0.063, 0.088, 0.075, 0.091, 0.080, 0.061, 0.097, 0.190, -0.713, 0.193, 0.009, 0.114, 0.118, 0.091, 0.119, -0.069, -0.347, -0.081, 0.070, 0.066, 0.065, 0.080, 0.099, 0.019, -0.081, -0.291, -0.094, 0.078, 0.071, 0.039, 0.107, 0.087, 0.076, -0.048, -0.237, -0.116, 0.041, 0.060, 0.051, 0.104, 0.096, 0.018, -0.080, -0.336, -0.077, 0.077, 0.088, 0.076, 0.105, 0.099, 0.102, -0.079, -0.329, -0.088, 0.066, 0.072, 0.076, 0.102, 0.092, 0.024, -0.086, -0.309, -0.070, 0.070, 0.059, 0.072, 0.091, 0.091, 0.080],
  "mol_weight_g_mol": 808.24,
  "homo_lumo_gap_ev": 8.640,
  "max_force_ev_per_a": 4.1,
  "e_homo_ev": -8.438,
  "smiles": "CC1(C)CCCC(C)(C)N1O.CC1(C)CCCC(C)(C)N1O.CC1(C)CCCC(C)(C)N1O.NC(N)=O.CCO.CCO.CCO.CCO.CCO.CCO",
  "multiplicity": 1,
  "de_lowest_kcal_mol": 0.0
}

=====

> multiplicity of number 1 (C40H96AsB2F14N5O3)?

1